[1]
# C18H46IN3O5Si

A cluster of 3 separate species, C18H46IN3O5Si in total (wB97M-V/def2-TZVPD, the OMol25 dataset).

Calculated values
calculated total energy: -1841.05075 Eh
HOMO energy: -8.43 eV
2S+1: 1
structure (SMILES): CCCCO[Si@H](I)CCN.COCCNCCOC.COCCNCCOC
ΔE to the lowest compared entry with this formula, charge and spin: 0.000 eV

Last column: Mulliken charge in e.
Cartesian coordinates (Å):
H -4.191 -0.365 -3.299  0.377
O -3.460 0.969 -1.904  -0.372
H -0.366 -1.641 6.358  0.370
C -2.271 -2.413 2.332  -0.855
H -1.403 -4.815 5.142  0.194
H 7.152 2.792 0.532  0.333
H 7.393 -0.147 0.593  0.336
H -2.053 -2.396 1.260  0.284
C -0.050 -1.847 5.332  -0.683
H 5.749 0.165 1.126  0.196
O 0.389 -4.178 6.008  -0.430
C -0.337 -5.059 5.173  -0.545
H -3.020 -1.643 2.540  0.443
C -0.996 -2.127 3.090  0.143
H -4.770 -3.117 2.796  0.344
C -2.239 1.411 -6.588  -0.786
C 6.232 2.581 -0.011  -0.724
C 6.320 1.222 -0.702  -0.361
H -3.438 -1.042 -1.861  0.371
H -2.830 1.225 -7.489  0.396
H -2.395 -0.641 -6.032  0.368
H -4.428 2.751 -1.976  0.286
H 7.218 1.217 -1.321  0.368
H 0.470 3.252 1.260  0.359
H -4.348 -4.722 3.422  0.250
H -0.233 -6.062 5.587  0.279
Si 2.535 1.915 1.186  0.170
H 2.740 2.258 2.607  -0.176
C 5.059 2.720 0.938  -0.586
H 0.507 -0.969 4.988  0.360
H -0.290 -2.942 2.872  0.134
H 1.508 3.626 -0.127  0.407
C 0.130 2.006 -0.439  -0.746
H 5.480 1.123 -1.388  0.236
H 4.950 3.774 1.203  0.338
H -1.686 1.407 -4.081  0.028
H 1.288 -3.286 4.376  0.338
H 6.101 3.343 -0.781  0.306
C 0.913 -3.027 5.374  -0.470
N -0.675 1.076 0.353  -0.269
H 0.690 1.471 -1.204  0.404
C -2.003 -0.438 -3.305  -0.615
H -4.604 1.773 -3.446  0.302
O -2.783 -3.702 2.647  -0.388
H -0.788 0.191 -0.114  0.078
H -0.560 -1.201 2.708  0.260
H 5.230 2.162 1.860  0.431
H -3.916 -3.271 4.349  0.302
C -4.012 -3.689 3.341  -0.717
H 6.042 -0.884 -0.242  0.255
I 2.327 -0.538 1.115  -0.183
H -0.517 2.706 -0.976  0.331
O 3.862 2.282 0.290  -0.046
H 1.778 -2.723 5.969  0.362
H -1.795 -2.758 4.843  0.142
C 6.374 0.028 0.247  -0.992
H -0.891 3.671 -6.780  0.352
C -3.909 2.078 -2.659  -0.597
H -1.590 1.462 0.523  0.211
N -1.251 -1.970 4.515  -0.383
H -1.907 4.537 -5.613  0.246
H -1.947 -1.470 -3.666  0.418
H -1.220 -0.325 -2.550  0.235
H -3.612 0.423 -5.312  0.195
N -1.672 0.451 -4.412  -0.244
H 0.054 -5.058 4.152  0.264
C -2.547 0.339 -5.569  -0.202
H -0.853 3.219 -5.061  0.279
C 1.066 2.816 0.459  -0.678
C -1.498 3.563 -5.877  -0.702
H -3.082 2.632 -3.113  0.176
O -2.593 2.697 -6.095  -0.353
C -3.346 -0.251 -2.610  -0.564
H -1.181 1.386 -6.863  0.409


[2]
# C18H47B2F2O11S

A cluster of 5 separate species, C18H47B2F2O11S in total (wB97M-V/def2-TZVPD, the OMol25 dataset).

Calculated values
calculated total energy: -2189.25282 Eh
HOMO energy: -5.45 eV
2S+1: 1
net charge: -1

Last column: Mulliken charge in e.
Cartesian coordinates (Å):
O 0.841 8.194 3.387  -0.567
H -1.484 -6.775 1.687  0.308
C -2.272 -2.503 2.383  -0.568
H 2.997 -0.921 -1.873  0.309
O -1.198 -8.308 0.297  -0.393
C -0.677 -2.525 -0.489  -0.545
H -2.339 7.906 2.776  0.243
H -3.689 -7.631 0.622  0.308
H -0.488 9.378 1.512  0.235
C -0.744 8.323 1.359  -0.343
B 0.074 5.771 2.550  1.253
C 3.045 -1.562 2.531  -0.911
H -0.125 3.814 -5.590  0.333
O -1.218 -3.839 -0.373  -0.272
H -3.184 -9.998 0.886  0.305
H 0.334 -2.629 -0.893  0.206
H 1.782 0.536 -0.334  0.239
H 1.786 4.964 -6.559  0.306
H -1.119 -6.287 0.025  -0.006
H -2.109 -3.536 2.061  0.149
H -3.170 -3.117 -0.284  0.375
H 2.707 -2.599 2.525  0.258
H 0.174 -6.946 1.043  0.359
C 0.738 4.585 -2.955  -0.572
H 2.660 -1.737 -0.318  0.117
O 1.831 3.103 -5.639  -0.361
C -2.579 -3.902 -0.760  -0.650
H 3.264 -1.270 3.564  0.292
O -0.086 4.896 -0.091  -0.592
H 0.732 5.438 3.501  -0.263
H -0.104 -0.871 0.729  0.072
H 0.089 2.057 -5.674  0.245
C -4.132 -7.890 1.586  -0.718
H -0.585 8.041 0.320  0.259
C -2.587 -9.671 1.742  -0.480
F 1.075 3.336 1.478  -0.216
O 2.003 -0.762 2.008  -0.186
H 3.383 4.285 -6.205  0.358
B 0.075 7.449 2.417  -0.680
C -1.182 -9.308 1.302  -0.500
O 3.792 0.006 -0.205  -0.419
C 2.366 4.407 -5.818  -0.477
C 2.426 0.575 1.726  -0.557
H 0.308 8.220 4.169  0.270
C -0.891 -7.014 0.800  -0.464
O 1.131 5.457 -4.016  -0.410
H -2.667 -3.818 -1.849  0.287
H 0.901 3.535 -3.220  0.279
H 1.624 1.242 2.037  0.298
H 3.954 -1.486 1.929  0.389
C 2.426 5.173 -4.509  -0.502
H -1.711 -2.313 3.304  0.309
H -0.322 4.737 -2.770  0.238
H -0.003 -2.422 1.560  0.268
H 3.012 4.624 -3.767  0.296
H -0.709 -10.195 0.868  0.407
H -3.334 -2.363 2.583  0.258
H 2.921 6.134 -4.689  0.400
O -1.895 -1.578 1.382  -0.442
H -2.781 9.150 1.611  0.312
C -2.275 8.195 1.724  -0.969
C 3.403 -1.170 -0.887  -0.567
H -4.411 -6.972 2.101  0.253
S 0.856 4.928 1.042  0.867
H -0.582 -8.989 2.159  0.313
H -1.263 -1.927 -1.194  0.385
H 0.390 3.044 -7.120  0.328
H 3.319 0.828 2.305  0.440
H -2.970 -4.872 -0.451  0.096
H -2.532 -10.502 2.453  0.382
H -2.715 7.398 1.135  0.287
H -5.034 -8.492 1.426  0.328
H 1.286 4.824 -2.047  0.270
H 4.289 -1.790 -1.017  0.284
C 2.678 0.776 0.245  -0.271
C -0.596 -1.834 0.858  0.025
H 2.919 1.827 0.071  0.313
F -1.286 5.321 2.734  -0.397
O -3.218 -8.590 2.412  -0.391
O 2.200 5.424 0.697  -0.672
C 0.474 3.012 -6.027  -0.753


[3]
# C18H47BaN2O13P2

A structure of composition C18H47BaN2O13P2 (wB97M-V/def2-TZVPD, the OMol25 dataset).

Calculated values
calculated total energy: -2510.14843 Eh
HOMO energy: -2.82 eV
2S+1: 1
ΔE to the lowest compared entry with this formula, charge and spin: 0.000 eV
net charge: -1

Last column: Mulliken charge in e.
Cartesian coordinates (Å):
C -0.141 2.263 1.979  -0.471
H -0.628 -0.937 4.786  0.208
N 2.385 -2.312 1.737  0.632
O -1.817 0.704 0.487  -0.234
H 0.476 -4.126 1.277  -0.320
H -3.270 -2.435 4.308  0.319
O -0.050 3.336 -3.308  -0.197
O -1.535 -4.689 1.567  -0.404
H 0.055 2.882 2.859  0.455
H 5.300 1.161 -2.816  0.418
H 1.371 -6.231 2.379  0.369
N -1.296 2.756 1.276  0.269
H -2.114 -2.835 5.538  0.353
H 0.755 2.399 1.349  0.160
H 3.156 -2.408 -0.161  0.218
H -5.248 -1.224 2.226  0.317
C 0.094 3.320 -5.726  -1.306
C -2.202 -2.415 4.536  -0.384
H 0.936 -2.391 3.273  0.306
H 0.334 6.244 -1.835  0.257
C 1.206 5.952 -2.435  -1.054
H -0.250 -6.882 2.415  0.333
H -0.636 4.588 0.471  0.142
C 4.532 1.855 -3.149  -1.283
H -1.530 2.507 -4.482  0.529
O 0.437 1.399 -1.697  0.855
H 0.832 -0.998 2.253  -0.175
H 2.932 0.436 -3.464  0.385
H -5.019 -3.206 0.780  0.338
H -3.625 -0.628 1.631  -0.230
P -1.887 -3.238 2.072  -0.637
C 3.425 -3.139 2.276  -1.036
H -1.840 -0.544 3.500  -0.060
H -2.375 4.385 0.598  0.276
C -1.675 -0.991 4.479  -0.643
H -0.128 2.716 -6.605  0.407
H 0.119 -5.502 3.442  0.221
C -4.539 -1.168 1.399  -0.711
H -0.101 -5.487 0.385  0.491
H 2.925 4.649 -2.308  0.136
H -5.048 -0.693 0.559  0.440
O 1.363 3.743 -1.315  -0.160
C 0.321 -5.951 2.468  -1.221
O -1.235 -2.174 1.315  0.622
H 2.142 -1.099 3.442  0.426
H 2.989 -3.861 2.967  0.293
H 0.819 5.601 -3.384  0.240
O -3.451 -3.248 2.055  -0.321
C -1.432 4.182 1.108  -0.759
C -4.162 -2.566 0.963  0.257
C -0.447 2.614 -4.517  -0.461
C 2.421 -1.850 0.451  -0.076
H 4.683 2.777 -2.575  0.272
O 1.706 -1.001 -0.001  -0.404
H 1.784 -3.015 -2.411  0.002
H -0.425 4.272 -5.877  0.311
H 2.410 5.364 -0.768  0.328
C -0.161 -5.010 1.364  0.296
H 4.163 -2.541 2.828  0.337
H 3.949 -3.668 1.480  0.299
O -2.580 -3.100 -2.091  -1.109
H -2.197 -0.387 5.230  0.460
C -2.073 1.883 0.605  -0.041
H -2.933 2.375 0.121  0.298
O -1.525 -3.279 3.620  -0.312
O 2.198 2.332 -3.262  -0.107
Ba -0.733 -1.126 -1.432  2.054
H 1.157 3.487 -5.573  0.228
H -0.214 1.214 2.230  -0.219
C 1.546 -1.673 2.717  -0.710
H -3.557 -2.528 0.053  -0.264
H -1.414 4.708 2.065  0.322
C 2.058 4.932 -1.705  -0.171
H 3.031 1.055 -1.814  0.095
O 0.896 -2.729 -2.660  -0.965
O -1.369 -0.457 -3.964  -1.008
H -1.637 0.470 -3.985  0.114
P 0.944 2.604 -2.346  -0.856
H -0.105 1.570 -4.480  0.391
H -2.784 -3.309 -1.173  0.222
H 1.756 6.893 -2.528  0.393
C 3.159 1.318 -2.865  -0.064
H 4.615 2.105 -4.206  0.279


[4]
# C18H48BF4N2O7

A cluster of 10 separate species, C18H48BF4N2O7 in total (wB97M-V/def2-TZVPD, the OMol25 dataset).

Calculated values
calculated total energy: -1775.07512 Eh
HOMO energy: -7.46 eV
2S+1: 1
ΔE to the lowest compared entry with this formula, charge and spin: 0.522 eV
net charge: -1

Last column: Mulliken charge in e.
Cartesian coordinates (Å):
C 67.259 42.974 55.308  -1.168
C 63.032 46.398 58.860  -1.255
C 57.338 40.692 56.995  -1.864
H 62.990 38.826 61.298  0.006
H 66.596 39.143 57.461  0.404
F 62.092 40.689 57.917  0.529
H 65.797 43.007 61.835  0.354
C 59.248 40.474 61.727  -1.525
O 64.929 42.467 54.735  -0.609
H 59.697 39.571 60.008  0.319
C 65.848 40.906 61.978  -0.968
O 62.747 38.004 55.337  -0.567
H 66.698 41.195 54.426  0.268
H 62.433 44.670 57.752  -0.254
H 57.014 39.678 57.266  0.378
O 65.738 42.326 59.826  -0.499
F 63.911 41.823 57.741  0.421
H 58.972 41.458 62.111  0.402
H 63.514 37.477 59.841  0.454
H 64.128 42.117 55.170  0.161
B 62.974 41.086 57.051  0.210
C 61.106 44.663 54.803  0.018
H 59.993 40.382 62.468  0.383
O 62.073 38.306 59.144  -0.570
C 66.181 41.919 55.164  0.516
H 60.656 41.560 59.120  0.257
C 65.386 42.240 61.222  -0.249
C 58.734 40.257 56.534  0.535
N 61.259 46.471 52.877  -0.427
C 61.877 36.990 61.162  -1.479
H 63.826 46.797 59.387  0.393
H 68.265 42.417 55.632  0.251
H 65.276 39.195 58.117  -0.119
O 60.381 41.664 60.001  -0.603
H 58.542 39.627 61.839  0.289
H 66.173 41.450 56.075  -0.241
H 56.944 41.013 56.147  0.508
H 61.874 43.955 54.499  0.105
H 66.937 43.581 54.315  0.247
H 62.814 38.780 55.709  0.307
H 62.424 39.068 58.616  0.236
H 62.054 46.578 59.368  0.280
H 65.321 41.049 62.933  0.400
H 59.397 39.860 57.383  -0.029
H 60.965 37.307 61.502  0.417
H 61.619 36.089 60.646  0.402
H 62.932 46.695 57.786  0.282
H 62.231 36.945 52.893  0.324
H 63.113 44.267 59.268  -0.008
O 59.356 41.510 56.281  -0.435
H 60.093 44.196 54.697  0.213
C 63.282 44.940 58.391  0.769
H 57.271 41.163 57.847  0.500
C 62.775 38.005 60.378  0.029
H 67.192 43.789 55.951  0.366
H 62.423 36.659 62.168  0.316
C 66.484 37.815 58.977  0.138
H 58.635 39.660 55.528  0.196
H 65.173 41.878 59.286  0.086
H 64.607 43.763 57.669  0.205
H 64.306 42.610 61.021  0.257
H 66.885 41.011 61.707  0.365
N 66.704 36.678 59.312  -0.565
C 66.235 39.179 58.497  -0.113
C 61.415 37.103 53.644  -1.540
H 61.277 36.163 54.032  0.417
H 61.566 39.067 54.115  0.259
H 60.230 41.258 55.906  0.130
C 61.613 38.143 54.611  0.313
H 65.365 40.074 61.559  0.058
C 61.134 45.690 53.719  0.089
C 59.506 40.541 60.260  0.216
H 66.197 39.919 59.250  0.184
H 58.697 40.792 59.657  0.154
H 61.382 45.084 55.779  -0.014
H 60.458 37.317 53.094  0.333
F 62.423 41.849 56.005  -0.584
H 60.924 38.008 55.351  0.224
O 64.587 44.690 57.860  -0.609
F 63.691 39.937 56.663  -0.576


[5]
# C18H48CaFN6O5P

A structure of composition C18H48CaFN6O5P (wB97M-V/def2-TZVPD, the OMol25 dataset).

Calculated values
calculated total energy: -2537.95687 Eh
HOMO energy (alpha / beta): -5.08 / -10.90 eV
2S+1: 2
net charge: +1

Last column: Mulliken charge in e.
Cartesian coordinates (Å):
P 0.941 1.335 -2.586  -0.745
N 4.141 -0.238 0.647  0.433
H 3.218 0.841 -0.836  -0.362
H -5.988 2.650 0.493  0.279
H 1.753 -1.155 2.944  -0.375
C -1.553 0.211 -2.562  -1.238
H 2.283 -2.117 4.222  0.585
C -3.507 -1.662 2.874  -0.417
H -2.342 2.380 -3.366  0.483
H 2.605 3.969 -3.093  0.341
H -0.322 -2.509 4.786  0.493
H -1.523 0.166 -1.474  0.254
N 1.849 2.184 -3.714  0.525
H -3.767 -4.890 1.910  0.245
H -4.930 -3.506 1.804  0.335
H 0.251 -1.598 -1.530  0.427
N 1.546 -0.329 -2.644  0.880
N -0.681 1.176 -3.151  0.318
C -1.272 2.455 -3.173  -1.188
H 3.734 3.115 -4.010  0.311
C 1.287 -1.258 -1.535  -1.281
C 4.039 0.141 -0.680  -0.587
C -4.110 4.111 0.372  -1.110
H -2.909 0.975 0.368  0.151
C 1.650 1.938 -5.158  -1.197
H -3.415 4.521 -0.361  0.310
H 1.055 2.767 -5.540  0.365
C -2.378 -1.264 3.824  -0.470
H 3.894 -0.083 2.610  0.510
H -2.551 -0.236 4.143  0.368
C -2.711 2.051 0.491  0.385
H -1.138 -2.253 2.572  0.512
H -2.332 -1.854 4.739  0.311
O -3.142 -2.825 2.114  -0.347
H 4.862 0.716 -1.104  0.445
H 5.990 -1.232 0.587  0.365
H -4.195 4.852 1.167  0.364
F 0.151 0.463 1.568  -1.381
H -0.655 -0.693 2.528  -0.162
H -4.435 -3.951 3.303  0.372
H 2.775 -4.122 3.189  0.396
O 2.847 1.412 1.682  -0.312
C -5.180 2.078 0.949  -0.884
H 1.048 1.069 -5.427  0.364
H -3.894 -0.880 2.220  0.168
H 1.401 -0.848 -0.532  0.126
C 1.430 -1.998 3.555  0.113
C 4.943 -1.437 0.806  -1.140
H -5.528 2.283 1.961  0.323
H 3.387 2.583 -2.306  0.181
H -5.134 1.002 0.784  0.342
H 2.709 -0.524 -4.460  0.259
O 1.004 1.852 -1.159  -0.285
C 2.975 2.955 -3.244  -0.912
O -1.599 2.568 0.496  0.294
H 4.759 -2.293 0.157  0.341
N -3.893 2.650 0.562  0.138
H -2.530 0.280 -3.041  0.533
C 1.868 -0.952 -3.916  -1.169
H 3.039 -3.067 1.806  -0.058
C 0.061 -1.699 4.165  -0.914
H 3.800 -0.720 -1.304  0.381
H 2.577 1.686 -5.673  0.435
C -4.039 -3.905 2.289  -0.860
H 0.118 -0.794 4.769  0.415
H -0.994 2.932 -4.112  0.272
N -1.055 -1.408 3.119  0.848
H 1.746 -2.036 -3.913  0.392
C 3.611 0.381 1.653  -0.115
H 1.069 -0.601 -4.569  0.335
H 4.845 -1.890 1.793  0.422
C 2.317 -3.732 2.280  -0.504
H -4.483 -1.674 3.358  0.523
H 2.050 -4.573 1.640  0.267
H -5.125 4.259 0.002  0.368
Ca 0.830 2.616 1.142  -0.436
H 1.837 -2.194 -1.634  0.513
O 1.149 -3.040 2.662  -0.329
H -1.002 3.145 -2.373  0.321
H -1.133 -0.728 -2.925  0.344